Record 1
{"formula": "C2H6N2O4", "method": "ωB97M-V/def2-TZVPD", "species": ["C", "N", "N", "C", "O", "O", "O", "O", "H", "H", "H", "H", "H", "H"], "xyz": [[1.5180, 0.1323, 0.8589], [-1.2921, -0.5102, 0.2139], [0.8865, 0.1082, -0.4497], [-0.6290, 0.4491, -0.4819], [-1.0505, -1.8598, -0.0451], [-2.7698, -0.1550, 0.2822], [1.5773, 1.0386, -1.2693], [-0.9657, 1.5312, -0.9227], [-0.1179, -1.9461, -0.3088], [-3.1485, -0.9823, -0.0597], [0.9520, 1.7894, -1.3757], [1.4079, 1.1294, 1.3023], [1.0519, -0.6148, 1.5040], [2.5799, -0.1099, 0.7516]], "atomic_forces_ev_per_a": [[-0.209, 0.235, 0.387], [-2.606, 1.462, 0.650], [-2.055, -0.049, -1.017], [3.790, 1.527, -0.269], [-0.886, -0.150, 0.066], [2.969, -1.788, -0.410], [-0.639, -0.031, 0.111], [-0.228, -1.675, 0.518], [0.047, 0.575, -0.130], [-0.209, 0.116, -0.059], [0.160, -0.255, 0.122], [0.151, -0.117, 0.157], [-0.013, 0.080, -0.031], [-0.273, 0.069, -0.096]], "lowdin_charge": [-0.070, -0.090, -0.173, -0.397, 0.033, 0.050, -0.040, 0.113, 0.113, 0.099, 0.091, 0.096, 0.084, 0.092], "orbital_gap_ev": 10.0, "e_tot_ha": -490.08647, "charge": 0, "homo_ev": -9.53, "smiles": "CN(O)C(=O)N(O)O"}


Record 2
{"formula": "C5H10NO2", "method": "ωB97M-V/def2-TZVPD", "species": ["C", "C", "C", "C", "C", "N", "O", "O", "H", "H", "H", "H", "H", "H", "H", "H", "H", "H"], "xyz": [[-1.9722, -0.2457, 0.5636], [-1.6223, -1.2526, -0.2310], [-0.9388, 0.8386, 0.7476], [0.2079, 0.6526, -0.1144], [1.5411, 0.3344, 0.5177], [-0.3585, -0.9467, -0.9346], [0.2766, 1.4528, -1.1977], [2.2874, -0.3813, -0.4085], [-2.6825, -0.4441, 1.4032], [-2.1821, -2.2588, -0.4350], [-1.5942, 1.7487, 0.5121], [-0.6958, 0.8402, 1.7817], [1.3409, -0.1075, 1.4659], [1.9736, 1.2629, 0.7286], [0.3398, -1.6679, -0.5518], [-0.2476, -0.9723, -2.0152], [1.1302, 1.2828, -1.6837], [3.1968, -0.1363, -0.1483]], "atomic_forces_ev_per_a": [[0.603, -2.370, 1.762], [-1.023, -0.616, -1.445], [-3.816, 1.634, -0.299], [0.326, -0.885, -2.926], [-2.065, -0.436, -0.634], [2.145, -1.651, 0.711], [0.909, -0.038, -0.144], [1.420, 0.189, 0.431], [0.122, 0.662, -1.221], [1.240, 2.200, 0.385], [1.648, -0.537, 0.285], [0.420, 0.288, 0.920], [0.182, -1.107, 0.761], [0.703, 1.742, 0.341], [-0.972, 1.192, -1.118], [-0.737, 0.200, 2.305], [-0.953, 0.292, 0.665], [-0.152, -0.759, -0.779]], "lowdin_charge": [-0.047, -0.079, -0.097, -0.336, -0.184, 0.099, 0.093, -0.011, 0.145, 0.166, 0.179, 0.127, 0.136, 0.139, 0.169, 0.203, 0.161, 0.137], "orbital_gap_ev": 11.1, "e_tot_ha": -401.43639, "charge": 1, "homo_ev": -14.45}


Record 3
{"formula": "C5H13NO2", "method": "ωB97M-V/def2-TZVPD", "species": ["C", "C", "C", "C", "C", "N", "O", "O", "H", "H", "H", "H", "H", "H", "H", "H", "H", "H", "H", "H", "H"], "xyz": [[-0.1603, 0.6976, 0.2674], [-0.1862, -1.1421, 0.9508], [1.7806, 0.2759, -1.1341], [-1.1103, 0.9292, -0.8830], [-1.6399, -1.5054, 1.1179], [1.1971, 0.6811, 0.1323], [1.1044, 2.5527, -0.0731], [0.4128, -2.1292, 0.1884], [1.5698, 2.8140, 0.7364], [1.3532, -1.9360, 0.0630], [-0.4758, 1.1847, 1.1893], [0.3106, -1.0527, 1.9177], [2.0520, 1.1271, -1.7564], [1.1779, -0.3721, -1.7749], [2.7062, -0.2811, -0.9405], [-0.7746, 1.7661, -1.4969], [-1.7307, -2.4866, 1.6003], [-2.0986, 1.1941, -0.5030], [-1.1979, 0.0209, -1.4867], [-2.1597, -0.7761, 1.7409], [-2.1304, -1.5622, 0.1439]], "atomic_forces_ev_per_a": [[-1.421, -4.157, 1.459], [-0.948, 1.829, -0.188], [0.514, -0.421, -0.562], [0.105, -0.257, 0.006], [-0.032, -0.057, -0.004], [0.653, 3.996, -0.530], [1.099, -1.790, 0.208], [0.393, 0.170, -0.702], [-0.025, -0.131, -0.177], [-0.253, -0.073, 0.172], [0.258, -0.058, -0.088], [0.105, 0.420, -0.056], [-0.074, 0.163, 0.247], [-0.495, 0.077, 0.328], [-0.053, 0.221, 0.134], [0.099, -0.123, -0.006], [0.057, 0.119, -0.099], [0.052, -0.150, -0.001], [-0.060, 0.183, -0.135], [0.041, 0.024, -0.067], [-0.016, 0.014, 0.062]], "lowdin_charge": [-0.335, -0.308, -0.103, -0.064, -0.073, -0.025, -0.165, -0.029, 0.025, 0.086, 0.125, 0.123, 0.090, 0.088, 0.084, 0.079, 0.084, 0.081, 0.078, 0.082, 0.078], "orbital_gap_ev": [8.7, 8.7], "e_tot_ha": -403.37806, "charge": 0, "homo_ev": [-8.45, -8.46]}


Record 4
{"formula": "C26H48O2P2Sm", "method": "ωB97M-V/def2-TZVPD", "species": ["Sm", "C", "C", "C", "C", "C", "C", "H", "H", "H", "C", "H", "H", "H", "C", "H", "H", "H", "C", "H", "H", "H", "C", "H", "H", "H", "C", "C", "C", "C", "C", "C", "C", "C", "H", "H", "H", "H", "H", "H", "H", "H", "H", "H", "H", "H", "P", "C", "H", "H", "H", "C", "H", "H", "H", "C", "H", "H", "H", "P", "C", "H", "H", "H", "C", "H", "H", "H", "C", "H", "H", "H", "C", "C", "O", "O", "H", "H", "H"], "xyz": [[-0.6171, -0.0693, -0.6648], [-2.5463, 1.7512, 0.4463], [-3.1348, 0.8224, -0.4744], [-2.5717, -0.3115, 1.4681], [-2.2796, 1.0613, 1.6679], [-3.1875, -0.4579, 0.1774], [-2.4062, 3.2202, 0.2577], [-2.3777, 3.4970, -0.8054], [-1.4848, 3.6008, 0.7255], [-3.2526, 3.7579, 0.7185], [-1.9192, 1.6596, 2.9713], [-1.8069, 2.7492, 2.9253], [-0.9690, 1.2380, 3.3364], [-2.7038, 1.4475, 3.7221], [-2.4118, -1.3724, 2.4866], [-3.2465, -1.3456, 3.2027], [-1.4790, -1.2292, 3.0464], [-2.3752, -2.3681, 2.0419], [-3.7822, -1.7138, -0.3570], [-4.8317, -1.5547, -0.6549], [-3.7712, -2.4953, 0.4171], [-3.2558, -2.1195, -1.2410], [-3.7696, 1.1952, -1.7649], [-4.7519, 1.6658, -1.5987], [-3.9372, 0.3253, -2.4123], [-3.1665, 1.9269, -2.3250], [1.4864, 0.6636, -1.5564], [0.4597, 1.5738, -1.8657], [-0.1623, 1.7158, -3.2449], [-0.9978, 0.5057, -3.7860], [-1.1456, -0.7048, -2.8770], [-0.0559, -1.4748, -2.5198], [1.2729, -1.2914, -3.2383], [2.1827, -0.2067, -2.5927], [0.6439, 1.9230, -3.9770], [-0.5760, 0.2020, -4.7596], [-0.8465, 2.5859, -3.2011], [2.6252, 0.4171, -3.3967], [2.0790, 0.8482, -0.6383], [0.3327, 2.4455, -1.1877], [3.0102, -0.7509, -2.0995], [1.8471, -2.2321, -3.2207], [-0.1164, -2.3788, -1.8649], [1.1096, -1.0333, -4.2984], [-2.0149, 0.8735, -3.9989], [-2.1871, -1.0196, -2.7179], [2.2257, 3.6536, 1.1084], [1.4660, 3.6937, 2.7863], [2.1490, 4.1429, 3.5288], [1.2055, 2.6670, 3.1031], [0.5386, 4.2865, 2.7261], [3.8387, 2.8238, 1.4320], [4.4877, 3.4573, 2.0570], [4.3318, 2.6441, 0.4645], [3.6719, 1.8514, 1.9239], [2.6846, 5.3745, 0.7736], [3.0127, 5.4239, -0.2757], [3.4928, 5.7058, 1.4341], [1.7950, 6.0070, 0.8942], [0.6450, -4.3389, -0.0360], [-0.0171, -5.9218, -0.6420], [0.7896, -6.6077, -0.9522], [-0.6329, -5.6340, -1.5173], [-0.6706, -6.3488, 0.1379], [2.3625, -4.2885, -0.6273], [2.3463, -3.8767, -1.6501], [2.8347, -5.2836, -0.6384], [2.9163, -3.5852, 0.0152], [0.7741, -4.4144, 1.7925], [0.6347, -5.4479, 2.1644], [-0.0489, -3.7747, 2.1735], [1.7269, -3.9918, 2.1584], [2.6556, -1.1161, 2.2897], [1.3406, -0.4171, 2.0951], [0.9909, 0.4834, 2.8764], [0.6210, -0.8378, 1.0620], [3.3533, -0.4315, 2.7813], [3.0579, -1.4659, 1.3313], [2.5089, -1.9752, 2.9581]], "atomic_forces_ev_per_a": [[-4.756, -0.754, 10.069], [0.236, -0.916, 0.168], [0.677, -0.467, 0.515], [-0.553, 0.431, -1.200], [0.040, -0.313, -1.282], [1.054, 0.772, 0.278], [0.026, 0.596, -0.005], [-0.054, -0.003, 0.214], [-0.264, -0.071, -0.126], [0.260, -0.091, -0.200], [0.460, 0.130, 0.745], [-0.024, -0.214, -0.085], [-0.415, 0.209, -0.010], [0.283, 0.044, -0.321], [0.104, -0.208, 0.579], [0.211, -0.102, -0.072], [-0.198, -0.023, -0.035], [-0.043, 0.003, 0.038], [-0.347, -0.444, -0.150], [0.321, -0.118, 0.055], [-0.036, 0.201, -0.357], [-0.201, -0.017, 0.209], [-0.419, 0.260, -0.441], [0.209, -0.118, -0.128], [-0.035, 0.140, 0.075], [-0.194, -0.124, 0.076], [1.235, 3.971, -2.256], [4.390, 0.730, -1.435], [-0.300, 0.127, 0.221], [-0.683, -0.125, -0.361], [1.389, -1.910, -2.840], [-0.983, -0.892, -3.287], [0.335, 0.216, 0.060], [0.104, -0.693, 0.341], [-0.334, 0.025, 0.451], [-0.114, -0.054, 0.411], [0.556, -0.376, -0.146], [-0.241, -0.085, 0.560], [-0.824, -0.194, -0.163], [-0.202, -0.823, 0.242], [-0.332, 0.542, -0.151], [-0.514, 0.244, -0.026], [-0.296, 0.553, -0.146], [-0.170, -0.185, 0.449], [0.459, -0.189, 0.034], [0.459, 0.154, 0.835], [-0.846, -1.154, 0.004], [0.169, 0.109, 0.135], [-0.320, -0.097, -0.205], [0.175, 0.523, -0.233], [0.323, -0.153, 0.112], [0.108, 0.186, -0.073], [-0.103, -0.314, -0.120], [-0.006, 0.055, 0.333], [0.008, 0.402, -0.133], [0.220, 0.139, -0.131], [-0.027, 0.179, 0.361], [-0.156, 0.172, -0.100], [0.298, -0.087, -0.031], [-0.595, 1.472, -0.068], [-0.098, -0.021, -0.223], [-0.502, 0.036, 0.244], [0.272, -0.570, 0.418], [0.282, -0.047, -0.470], [0.340, -0.100, -0.189], [0.201, -0.276, 0.299], [0.076, 0.415, 0.050], [-0.050, -0.328, -0.273], [-0.344, -0.223, 0.361], [0.209, 0.546, -0.023], [0.508, -0.451, -0.016], [-0.426, -0.313, -0.232], [0.318, -0.114, 0.013], [-0.952, 1.128, 0.626], [0.468, -1.524, -1.442], [0.282, 0.597, -0.375], [-0.098, -0.198, -0.103], [-0.040, 0.007, 0.275], [0.033, 0.167, -0.193]], "mulliken_spin": [5.074, 0.005, 0.003, -0.001, -0.031, -0.050, 0.000, 0.000, -0.002, -0.001, 0.001, 0.000, -0.001, -0.002, 0.000, -0.001, 0.000, -0.001, -0.001, -0.001, 0.000, 0.000, -0.005, 0.000, 0.001, -0.002, -0.038, 0.061, 0.001, 0.002, 0.009, 0.019, -0.001, 0.000, 0.002, 0.000, 0.000, -0.001, -0.005, -0.006, -0.001, 0.000, -0.014, 0.000, -0.001, -0.008, 0.000, 0.000, 0.000, 0.000, 0.000, 0.000, 0.000, 0.000, 0.000, 0.000, 0.000, 0.000, 0.000, -0.001, 0.000, 0.000, 0.000, 0.000, 0.000, 0.000, 0.000, 0.000, 0.000, 0.000, 0.000, 0.000, -0.001, 0.000, -0.001, -0.002, 0.000, 0.000, 0.000], "spin_multiplicity": 6, "orbital_gap_ev": [5.3, 5.5], "e_tot_ha": -2510.31993, "charge": 1, "homo_ev": [-10.11, -10.14]}